(1)
# C34H20N6O7SSr

A molecular structure, C34H20N6O7SSr in a non-equilibrium geometry (ωB97M-V/def2-TZVPD, the Open Molecules 2025 dataset).

Each line ends with the Löwdin charge.
Cartesian coordinates (Å):
Sr (-0.5429, -1.0074, -0.1306)  1.43
C (3.8267, 0.9902, 0.9929)  -0.04
C (2.8607, 0.3888, 0.1729)  -0.13
N (1.6354, 0.8363, 0.1785)  0.05
C (1.2643, 1.8023, 1.0347)  -0.15
C (2.1330, 2.4996, 1.8691)  -0.18
C (3.4337, 2.0011, 1.8498)  -0.02
C (1.6756, 3.6039, 2.6421)  -0.06
C (0.3433, 3.9353, 2.5313)  -0.10
C (-0.5554, 3.3031, 1.6769)  -0.06
C (-0.1253, 2.3079, 0.8109)  -0.19
N (-0.8562, 1.6520, -0.1912)  0.00
C (-1.6035, 2.3992, -1.0223)  -0.27
C (-1.6892, 3.7875, -1.0322)  -0.05
C (-2.6167, 4.4457, -1.8516)  -0.11
C (-3.4311, 3.8134, -2.7938)  -0.11
C (-3.2843, 2.4348, -2.9199)  -0.17
C (-3.8254, 1.5892, -3.9427)  -0.06
C (-3.5941, 0.2659, -4.0514)  -0.07
C (-2.8384, -0.3492, -2.9801)  -0.11
N (-2.2583, 0.4190, -2.0812)  0.07
C (-2.4449, 1.7411, -1.9730)  -0.16
H (4.8198, 0.6159, 0.9613)  0.09
H (3.0923, -0.3775, -0.5338)  0.11
H (4.2036, 2.3134, 2.5234)  0.10
H (2.2886, 3.9458, 3.4545)  0.09
H (-0.0706, 4.5878, 3.2819)  0.09
H (-1.6245, 3.5378, 1.7000)  0.12
H (-1.0721, 4.3568, -0.3723)  0.08
H (-2.7293, 5.5288, -1.7331)  0.09
H (-4.1654, 4.4536, -3.3148)  0.09
H (-4.2798, 2.0701, -4.8314)  0.11
H (-3.9479, -0.2222, -4.9288)  0.08
H (-2.6657, -1.4474, -2.9898)  0.10
O (-2.1362, -0.5895, 3.8519)  0.00
C (-1.4076, -1.2958, 3.1527)  -0.65
O (-1.5898, -1.6045, 1.9141)  -0.26
C (-0.1154, -1.8152, 3.7050)  -0.04
C (-0.0238, -1.8780, 5.0628)  0.05
C (1.1287, -2.3874, 5.7518)  -0.18
C (2.1846, -2.9714, 5.0662)  0.05
C (2.1373, -2.9348, 3.6869)  -0.08
C (1.0700, -2.2679, 2.8774)  -0.26
O (1.1835, -2.0908, 1.6474)  -0.09
N (3.3551, -3.2424, 2.9756)  -0.39
O (3.7633, -2.3998, 2.2066)  0.06
O (3.8990, -4.3126, 3.1394)  0.04
N (1.1469, -2.1734, 7.1460)  -0.41
O (2.1606, -2.5704, 7.7143)  -0.01
O (0.2540, -1.6133, 7.7342)  0.04
H (-0.8503, -1.4245, 5.6163)  0.12
H (3.0056, -3.4060, 5.6555)  0.13
S (-0.5812, -4.1980, -4.2353)  0.90
C (-1.0000, -5.1736, -2.8624)  -0.47
C (-1.0623, -4.4360, -1.7179)  -0.25
C (-0.8055, -3.0405, -1.8870)  -0.26
C (-0.5644, -2.7737, -3.1714)  -0.60
C (0.0481, -1.5096, -3.6407)  -0.32
C (0.1091, -1.2001, -5.0019)  -0.05
C (0.4428, 0.1010, -5.3709)  -0.07
C (0.9485, 0.9338, -4.3659)  -0.08
C (0.9299, 0.4960, -3.0617)  -0.16
N (0.4559, -0.6715, -2.6721)  0.06
H (-1.1576, -6.2471, -3.0306)  0.05
H (-1.2530, -5.0369, -0.8054)  0.09
H (-0.2341, -1.9051, -5.7787)  0.09
H (0.4209, 0.3902, -6.3956)  0.09
H (1.4569, 1.8768, -4.6041)  0.10
H (1.3245, 1.1493, -2.3086)  0.09

Net charge = -2


(2)
# C31H32Cl2N4OS3SiTa

A molecular structure, C31H32Cl2N4OS3SiTa (ωB97M-V/def2-TZVPD, the Open Molecules 2025 dataset).

Each line ends with the Löwdin charge.
Cartesian coordinates (Å):
Ta (1.0564, 0.2486, -0.2423)  1.35
C (-2.4740, -2.6228, -0.8282)  0.01
C (-1.1530, -2.0668, -0.3973)  -0.19
N (-0.8285, -0.8587, -0.7650)  -0.10
N (-1.7876, -0.2587, -1.5804)  -0.03
C (-1.3026, 0.5919, -2.4016)  -1.06
S (0.3877, 1.0545, -2.4698)  0.60
S (-2.3032, 1.3478, -3.6120)  0.95
C (-3.8958, 0.5485, -3.3192)  -0.40
C (-3.9884, -0.9309, -3.6140)  -0.30
C (-3.1100, -1.5933, -4.4617)  -0.07
C (-3.2590, -2.9524, -4.7053)  -0.08
C (-4.2920, -3.6623, -4.1099)  -0.09
C (-5.1784, -3.0036, -3.2689)  -0.08
C (-5.0233, -1.6477, -3.0215)  -0.06
C (-0.2055, -2.9208, 0.3214)  -0.10
C (-0.6462, -4.0936, 0.9598)  -0.02
C (0.2381, -5.0130, 1.4771)  -0.07
C (1.6089, -4.8097, 1.3324)  -0.04
C (2.0778, -3.6629, 0.7282)  -0.01
C (1.1819, -2.7017, 0.2659)  -0.31
O (1.6935, -1.5690, -0.2487)  -0.33
H (-2.5233, -2.6175, -1.9186)  0.08
H (-2.6343, -3.6350, -0.4816)  0.07
H (-3.2812, -1.9730, -0.4911)  0.10
H (-4.1916, 0.7459, -2.2893)  0.08
H (-4.5724, 1.1115, -3.9674)  0.09
H (-2.3002, -1.0496, -4.9325)  0.10
H (-2.5674, -3.4556, -5.3684)  0.11
H (-4.4094, -4.7200, -4.3047)  0.11
H (-5.9924, -3.5454, -2.8049)  0.11
H (-5.7154, -1.1394, -2.3592)  0.12
H (-1.7043, -4.2791, 1.0656)  0.11
H (-0.1332, -5.8975, 1.9750)  0.12
H (2.3095, -5.5464, 1.7022)  0.12
H (3.1368, -3.4790, 0.6089)  0.13
Cl (3.3560, 0.1148, -1.6601)  0.75
C (3.8536, 1.7837, -1.8232)  -0.62
C (4.6777, 2.1272, -2.8748)  -0.09
C (5.0693, 3.4515, -2.9854)  -0.06
C (4.6308, 4.3859, -2.0632)  -0.09
C (3.8013, 4.0046, -1.0205)  -0.68
Cl (3.2715, 5.2060, 0.1008)  0.70
C (3.3881, 2.6772, -0.8678)  -0.68
S (2.3770, 2.1842, 0.4821)  0.61
H (4.9995, 1.3813, -3.5874)  0.12
H (5.7138, 3.7564, -3.7977)  0.12
H (4.9243, 5.4229, -2.1445)  0.11
C (-1.2438, 3.5154, -0.7577)  -0.03
C (-1.4597, 2.5748, 0.3832)  -0.28
C (-2.4795, 2.7684, 1.3053)  -0.01
C (-2.5819, 1.9348, 2.4101)  -0.02
C (-1.6387, 0.9463, 2.6405)  0.00
C (-0.6217, 0.8290, 1.7078)  -0.44
N (-0.5956, 1.5699, 0.5818)  -0.03
N (0.4814, -0.0036, 1.6940)  -0.20
Si (1.3282, -0.5301, 3.1809)  0.43
C (3.1013, -0.8588, 2.7244)  -0.16
C (0.4951, -2.0328, 3.8965)  -0.14
C (1.2715, 0.9152, 4.3583)  -0.15
H (-1.6971, 4.4772, -0.5246)  0.09
H (-1.6980, 3.1478, -1.6775)  0.04
H (-0.1785, 3.6554, -0.9342)  0.07
H (-3.1693, 3.5880, 1.1653)  0.12
H (-3.3880, 2.0798, 3.1179)  0.12
H (-1.6756, 0.3077, 3.5104)  0.11
H (3.2227, -1.5954, 1.9324)  0.01
H (3.6228, -1.2375, 3.6072)  0.05
H (3.5977, 0.0636, 2.4166)  0.02
H (0.5830, -2.8917, 3.2293)  0.01
H (-0.5672, -1.8629, 4.0855)  0.03
H (0.9598, -2.2998, 4.8487)  0.05
H (1.6395, 1.8233, 3.8745)  0.04
H (1.9259, 0.7080, 5.2086)  0.04
H (0.2774, 1.1206, 4.7551)  0.03

Net charge = +1


(3)
# C3H5NO3

C3H5NO3 in the gas phase in a non-equilibrium geometry (ωB97M-V/def2-TZVPD, the Open Molecules 2025 dataset).

Each line ends with the Löwdin charge.
Cartesian coordinates (Å):
C (2.7307, -0.1650, 0.1266)  -0.03
C (0.4174, 0.1757, -0.1081)  -0.52
C (-2.9558, -0.2712, -0.0116)  0.00
H (2.7376, 0.3351, 1.1391)  0.11
H (3.1375, 0.4026, -0.6911)  0.08
H (3.4349, -1.0070, 0.3296)  0.09
H (-3.0824, -1.3359, -0.3831)  0.11
H (-3.7466, 0.4335, 0.0931)  0.07
N (-1.8559, 0.3240, 0.1751)  0.02
O (1.4085, -0.7678, -0.1645)  -0.03
O (0.5086, 1.3970, -0.1119)  0.11
O (-0.7475, -0.5709, 0.0570)  -0.02

SMILES = C=NOC(=O)OC


(4)
# C19H20BrCl42F2NO5S

15 unconnected molecules or ions with the total composition C19H20BrCl42F2NO5S in a non-equilibrium geometry (ωB97M-V/def2-TZVPD, the Open Molecules 2025 dataset).

Each line ends with the Löwdin charge.
Cartesian coordinates (Å):
C (-0.9481, 1.3855, 1.0348)  -0.18
C (-0.8955, 0.0282, 0.3765)  -0.71
Br (-2.1457, -0.1389, -1.0888)  0.78
C (0.5188, -0.4049, 0.0098)  -0.31
O (0.8667, -0.3586, -1.3959)  -0.37
S (1.3183, 1.0416, -1.9903)  0.98
O (1.4271, 1.9812, -0.9219)  -0.37
O (-0.1748, 1.4537, -2.7151)  -0.35
N (0.1323, 2.5041, -3.6188)  0.04
C (-0.2047, 3.7647, -3.0126)  -0.52
O (-0.0024, 4.8064, -3.5413)  0.20
F (-0.7561, 3.6442, -1.8645)  0.20
C (-0.7224, 2.3645, -4.7652)  -0.49
O (-0.4415, 2.7028, -5.8647)  0.23
F (-1.8530, 1.8162, -4.4533)  0.20
H (-0.0126, 1.6224, 1.4885)  0.05
H (-1.3016, 2.1652, 0.3932)  0.03
H (-1.6489, 1.3352, 1.8450)  0.06
H (-1.2386, -0.6857, 1.0899)  0.00
H (1.2373, 0.0913, 0.6293)  0.10
H (0.5745, -1.4467, 0.2753)  -0.02
C (-0.5840, 7.7459, -1.7700)  -1.53
Cl (-1.7099, 6.8862, -0.7214)  0.51
Cl (-1.4221, 8.9223, -2.7780)  0.55
Cl (0.6764, 8.5249, -0.8023)  0.55
H (-0.1078, 7.0236, -2.4158)  -0.02
C (-0.4053, -3.9957, -2.0344)  -1.51
Cl (-1.0982, -2.8062, -3.1306)  0.54
Cl (1.3501, -4.0410, -2.2164)  0.54
Cl (-0.8363, -3.6471, -0.3583)  0.53
H (-0.8059, -4.9656, -2.2917)  -0.02
C (3.8504, 3.9419, 1.4067)  -1.54
Cl (3.7434, 2.7217, 2.6808)  0.51
Cl (4.4138, 5.4817, 2.0612)  0.51
Cl (4.9039, 3.3869, 0.1062)  0.51
H (2.8617, 4.0869, 1.0008)  0.00
C (-1.9802, -7.4943, 0.3668)  -1.52
Cl (-2.6870, -6.3067, -0.7290)  0.54
Cl (-0.2357, -7.6027, 0.1283)  0.55
Cl (-2.3551, -7.0780, 2.0337)  0.53
H (-2.4163, -8.4576, 0.1416)  -0.03
C (8.3923, 1.4615, -1.1455)  -1.54
Cl (7.5735, 0.1452, -0.3006)  0.49
Cl (7.2066, 2.4989, -1.9364)  0.50
Cl (9.3893, 2.3931, -0.0318)  0.53
H (9.0362, 1.0388, -1.9024)  0.01
C (-2.3743, 4.9270, 2.6087)  -1.52
Cl (-3.1095, 4.7591, 1.0123)  0.51
Cl (-3.5020, 4.4377, 3.8709)  0.54
Cl (-0.8748, 4.0078, 2.7038)  0.58
H (-2.1315, 5.9694, 2.7569)  0.01
C (5.7570, -3.4360, 0.7456)  -1.54
Cl (5.8660, -1.8637, 1.5478)  0.50
Cl (5.3008, -4.6830, 1.9093)  0.53
Cl (4.6176, -3.3970, -0.5999)  0.52
H (6.7312, -3.6864, 0.3518)  0.01
C (4.0567, 9.3744, 0.4388)  -1.54
Cl (4.6365, 8.6507, 1.9365)  0.51
Cl (3.9588, 11.1326, 0.5962)  0.55
Cl (5.0809, 8.9173, -0.9186)  0.54
H (3.0633, 9.0004, 0.2462)  -0.06
C (1.8086, -2.4714, 3.7406)  -1.51
Cl (1.9495, -0.8716, 4.4673)  0.54
Cl (1.1597, -3.6336, 4.8944)  0.55
Cl (0.8104, -2.4012, 2.2827)  0.60
H (2.7940, -2.7982, 3.4529)  -0.01
C (-3.9279, -3.5977, 1.4623)  -1.56
Cl (-4.9399, -4.4913, 2.6029)  0.52
Cl (-4.9010, -2.5213, 0.4652)  0.54
Cl (-2.6660, -2.7005, 2.3129)  0.53
H (-3.4456, -4.3149, 0.8121)  -0.08
C (3.9266, 12.5948, -2.8813)  -1.57
Cl (5.2702, 13.7169, -2.6691)  0.52
Cl (2.4867, 13.4424, -3.4474)  0.52
Cl (4.3634, 11.2939, -3.9859)  0.52
H (3.7026, 12.1554, -1.9210)  -0.06
C (-5.7913, -9.0103, 0.1321)  -1.50
Cl (-5.0551, -9.5838, 1.6252)  0.52
Cl (-6.1433, -7.2856, 0.2459)  0.55
Cl (-4.7384, -9.2912, -1.2587)  0.54
H (-6.7114, -9.5555, -0.0199)  0.02
C (-4.6006, -10.7135, 5.5460)  -1.55
Cl (-3.3475, -11.9505, 5.4730)  0.53
Cl (-4.0954, -9.2604, 4.6824)  0.49
Cl (-6.1225, -11.3270, 4.9000)  0.52
H (-4.7562, -10.4519, 6.5821)  0.01
C (-6.7524, -6.0446, -3.2374)  -1.57
Cl (-5.6571, -4.6760, -3.0473)  0.52
Cl (-8.3433, -5.4970, -3.7648)  0.53
Cl (-6.0995, -7.2327, -4.3666)  0.52
H (-6.8615, -6.5217, -2.2749)  -0.05


(5)
# C3H4ClN3O

C3H4ClN3O in the gas phase in a non-equilibrium geometry (ωB97M-V/def2-TZVPD, the Open Molecules 2025 dataset).

Each line ends with the Löwdin charge.
Cartesian coordinates (Å):
C (0.1119, -1.2784, -0.0312)  -0.04
C (0.9854, -0.2092, 0.1533)  -0.74
C (-1.1676, 0.7542, -0.0112)  -0.52
H (-2.7076, -0.7265, 0.9850)  0.11
H (-2.9951, -1.1219, -0.6523)  0.09
H (0.2778, -2.3964, -0.3120)  0.16
H (0.6371, 1.9628, 0.4715)  0.20
N (-2.3671, -1.1978, 0.1236)  0.07
N (-1.1346, -0.6254, -0.1336)  -0.16
N (0.2382, 1.0577, -0.0790)  0.06
O (-2.1165, 1.4954, -0.0543)  0.08
Cl (2.6463, 0.0046, -0.0059)  0.69

SMILES = Nn1cc(Cl)[nH]c1=O


(6)
# C5H13NS

C5H13NS in the gas phase in a non-equilibrium geometry (ωB97M-V/def2-TZVPD, the Open Molecules 2025 dataset).

Each line ends with the Löwdin charge.
Cartesian coordinates (Å):
C (0.3979, -0.1981, 0.6004)  -0.23
C (-0.9157, 0.5682, 0.9302)  -0.23
C (-1.6564, -0.0521, 2.2999)  -0.51
S (-1.8584, -1.8928, 2.5800)  0.63
C (1.3938, 0.6183, -0.3407)  -0.17
N (0.6813, 0.6344, -1.7749)  -0.17
C (1.2130, -0.3192, -2.6534)  -0.23
H (0.2663, -1.3567, 0.1787)  0.15
H (0.9196, -0.2269, 1.6431)  0.12
H (-1.7197, 0.5922, 0.2863)  0.05
H (-0.6211, 1.5890, 1.1242)  0.09
H (-1.0854, 0.3003, 3.1229)  0.03
H (-2.7274, 0.3693, 2.2068)  0.08
H (-2.6948, -2.2481, 1.5832)  -0.16
H (1.6962, 1.6684, -0.0363)  0.11
H (2.3569, 0.1562, -0.6601)  0.09
H (0.3044, 1.5267, -2.1564)  0.11
H (2.2998, -0.2356, -2.8683)  0.07
H (0.7566, -0.0837, -3.6325)  0.08
H (0.9930, -1.4099, -2.4330)  0.09

SMILES = CNCCCCS


Going through the records in order, we get ΔE to the lowest compared entry with this formula, charge and spin values of 13.1 1.2 78.3 0.0 47.4 55.3 kcal per mole.
Going through the records in order, we get calculated total energy values of -2591.7757 -3956.2584 -397.7120 -23666.7942 -816.3637 -651.1558 a.u..
Going through the records in order, we get LUMO energy values of 3.93 -3.68 0.95 0.17 0.71 0.99 eV.